# C18H40N2O5S5

A 7-piece molecular cluster, C18H40N2O5S5 overall (ωB97M-V with the def2-TZVPD basis set, OMol25).

Summary:
spin multiplicity: 1
relative energy (zero: lowest compared OMol25 entry of this formula, charge and spin): 12.37 kJ/mol

The geometry in XYZ format:
```
70
Properties=species:S:1:pos:R:3:lowdin_charge:R:1
C -1.992 -1.409 -3.682 -0.253
S -1.078 -1.889 -5.149 0.793
O -1.390 -3.331 -5.349 -0.552
C -2.094 -0.989 -6.318 -0.267
H -2.020 -0.316 -3.628 0.047
H -1.403 -1.694 -2.812 0.019
H -3.000 -1.813 -3.711 0.066
H -1.689 -1.194 -7.309 0.050
H -2.028 0.083 -6.132 0.048
H -3.128 -1.328 -6.273 0.060
C 1.984 -0.029 4.737 -0.296
S 3.403 -0.352 5.769 0.800
O 4.517 -0.711 4.860 -0.547
C 3.707 1.358 6.245 -0.268
H 1.143 0.307 5.353 0.051
H 1.659 -0.975 4.302 0.045
H 2.186 0.696 3.951 0.059
H 4.715 1.354 6.653 0.049
H 2.997 1.685 7.004 0.052
H 3.641 1.986 5.359 0.052
C -2.648 2.460 3.953 -0.267
S -1.925 3.405 5.284 0.787
O -2.612 4.713 5.318 -0.548
C -2.611 2.450 6.644 -0.272
H -2.142 2.748 3.033 0.018
H -3.721 2.641 3.898 0.066
H -2.480 1.396 4.137 0.043
H -3.695 2.566 6.637 0.060
H -2.180 2.847 7.560 0.046
H -2.345 1.397 6.544 0.047
C 1.576 2.598 -0.242 -0.241
S -0.027 3.421 -0.160 0.825
O -0.415 3.282 1.281 -0.571
C 0.505 5.135 -0.329 -0.238
H 1.409 1.563 0.038 0.039
H 2.172 3.111 0.517 0.063
H 2.032 2.754 -1.217 0.053
H 0.689 5.450 0.697 0.062
H -0.270 5.701 -0.833 0.047
H 1.439 5.177 -0.888 0.053
C -0.992 -6.220 -2.713 -0.278
S -0.136 -5.316 -1.449 0.789
O 0.875 -6.216 -0.850 -0.551
C 0.774 -4.270 -2.619 -0.253
H -0.267 -6.692 -3.377 0.061
H -1.561 -5.505 -3.316 0.052
H -1.664 -6.942 -2.259 0.051
H 0.207 -3.380 -2.888 0.010
H 0.914 -4.887 -3.503 0.049
H 1.723 -3.965 -2.185 0.055
N 1.145 1.037 -4.931 0.011
C 0.626 1.175 -3.672 -0.159
C 1.181 0.209 -2.880 -0.119
C 2.057 -0.556 -3.704 -0.107
C 2.016 -0.023 -4.953 -0.148
H 0.869 1.612 -5.707 0.145
H -0.055 1.969 -3.413 0.105
H 1.075 0.062 -1.819 0.069
H 2.604 -1.441 -3.426 0.096
H 2.562 -0.294 -5.840 0.112
N -0.953 0.433 1.148 0.018
C -0.930 -0.192 -0.064 -0.167
C -0.600 -1.508 0.139 -0.098
C -0.437 -1.686 1.545 -0.091
C -0.648 -0.473 2.133 -0.138
H -0.965 1.436 1.296 0.070
H -1.049 0.386 -0.966 0.093
H -0.516 -2.258 -0.630 0.062
H -0.190 -2.623 2.015 0.096
H -0.542 -0.122 3.145 0.090
```


# C18H41BN4O9

A 5-piece molecular cluster, C18H41BN4O9 overall (ωB97M-V with the def2-TZVPD basis set, OMol25).

Summary:
SMILES string: CCCCOC(=O)OB(O)OC.CNC(C)=O.CNC(C)=O.CNC(C)=O.CNC(C)=O
spin multiplicity: 1
E_tot: -44400.9915 eV

The geometry in XYZ format:
```
73
Properties=species:S:1:pos:R:3:lowdin_charge:R:1
C 2.169 -0.723 -2.977 -0.089
C 0.946 -1.091 -3.802 -0.263
C 1.227 -1.436 -5.267 -0.164
C 2.248 -2.551 -5.524 -0.135
O 3.489 -2.041 -6.053 0.025
C 4.442 -1.708 -5.166 -0.572
O 4.763 -2.351 -4.210 0.149
O 5.052 -0.564 -5.502 0.244
B 4.561 0.371 -6.436 -0.766
O 4.307 1.637 -5.978 0.208
O 4.435 0.053 -7.741 0.086
C 3.864 0.995 -8.643 -0.047
H 2.696 0.146 -3.389 0.079
H 2.880 -1.548 -2.897 0.065
H 1.850 -0.464 -1.966 0.055
H 0.248 -0.248 -3.782 0.103
H 0.451 -1.947 -3.329 0.104
H 1.543 -0.544 -5.821 0.120
H 0.286 -1.753 -5.730 0.109
H 1.882 -3.220 -6.302 0.124
H 2.452 -3.154 -4.636 0.129
H 4.554 1.727 -5.052 0.117
H 4.372 1.959 -8.580 0.095
H 3.972 0.592 -9.649 0.093
H 2.802 1.134 -8.428 0.098
C -2.235 0.613 0.220 -0.003
C -1.515 -0.158 -0.856 -0.531
O -0.293 -0.225 -0.901 0.013
N -2.271 -0.792 -1.788 0.017
C -3.715 -0.827 -1.889 -0.073
H -1.490 1.058 0.872 0.073
H -2.839 1.414 -0.207 0.077
H -2.871 -0.041 0.820 0.088
H -1.731 -1.289 -2.480 0.121
H -4.087 -1.850 -1.819 0.083
H -4.051 -0.400 -2.836 0.083
H -4.156 -0.250 -1.082 0.074
C 0.143 -1.176 2.151 -0.010
C -0.810 -1.027 3.310 -0.537
O -1.990 -1.337 3.240 0.012
N -0.339 -0.500 4.471 0.021
C 1.007 -0.069 4.771 -0.079
H -0.403 -1.598 1.314 0.071
H 0.541 -0.209 1.844 0.080
H 0.976 -1.834 2.400 0.087
H -1.059 -0.387 5.180 0.091
H 1.418 -0.621 5.619 0.080
H 1.033 0.996 5.013 0.081
H 1.653 -0.238 3.914 0.069
C -2.725 -2.762 6.117 0.001
C -2.598 -1.563 7.027 -0.523
O -2.399 -0.434 6.598 0.018
N -2.674 -1.780 8.368 0.007
C -2.890 -3.031 9.062 -0.080
H -2.656 -2.412 5.089 0.056
H -1.899 -3.446 6.320 0.092
H -3.660 -3.302 6.265 0.085
H -2.567 -0.942 8.918 0.138
H -3.801 -2.995 9.663 0.083
H -2.052 -3.262 9.723 0.083
H -2.989 -3.840 8.346 0.070
C -0.276 3.803 0.104 -0.009
C -1.613 4.328 0.581 -0.548
O -2.662 3.966 0.075 0.026
N -1.607 5.217 1.610 0.007
C -0.470 5.748 2.329 -0.081
H -0.458 3.103 -0.706 0.078
H 0.358 4.614 -0.257 0.084
H 0.252 3.285 0.905 0.083
H -2.529 5.521 1.884 0.139
H -0.524 5.494 3.389 0.083
H -0.420 6.834 2.237 0.082
H 0.450 5.332 1.929 0.069
```


# C18H42AlFN3O13P

C18H42AlFN3O13P as an isolated structure (ωB97M-V with the def2-TZVPD basis set, OMol25).

Summary:
spin multiplicity: 1
relative energy (zero: lowest compared OMol25 entry of this formula, charge and spin): 0.00 kJ/mol
total charge: +2

The geometry in XYZ format:
```
79
Properties=species:S:1:pos:R:3:lowdin_charge:R:1
Al -2.317 1.606 -1.041 1.071
F -0.565 -0.579 -0.472 -0.374
O 0.449 2.384 -0.541 -0.280
P 1.882 2.189 -0.643 0.530
N 2.343 0.635 -0.308 -0.127
C 2.376 0.235 1.106 -0.004
C 1.946 -0.375 -1.273 -0.014
N 2.814 3.261 0.219 -0.211
C 4.131 2.988 0.778 -0.058
C 2.325 4.623 0.366 -0.026
N 2.483 2.552 -2.167 -0.227
C 3.882 2.307 -2.492 -0.044
C 1.757 3.420 -3.079 -0.040
H 1.369 0.109 1.518 0.103
H 2.847 1.003 1.717 0.093
H 2.929 -0.695 1.217 0.117
H 2.476 -1.309 -1.102 0.135
H 2.004 0.030 -2.278 0.098
H 0.835 -0.604 -1.131 0.082
H 4.104 3.306 1.830 0.120
H 4.364 1.931 0.847 0.079
H 4.900 3.557 0.250 0.118
H 3.179 5.302 0.317 0.112
H 1.611 4.873 -0.416 0.098
H 1.905 4.765 1.366 0.100
H 4.426 1.911 -1.638 0.081
H 3.923 1.614 -3.343 0.120
H 4.350 3.232 -2.843 0.113
H 0.697 3.361 -2.856 0.089
H 1.895 3.106 -4.121 0.114
H 2.218 4.416 -3.062 0.116
C -4.537 -2.297 -3.425 0.010
O -3.194 -2.801 -3.531 0.042
C -2.194 -1.970 -3.374 -0.611
O -2.209 -0.861 -2.888 0.007
O -1.125 -2.584 -3.861 0.030
C 0.122 -1.925 -3.900 -0.033
H -5.047 -2.373 -4.379 0.110
H -4.504 -1.287 -3.019 0.081
H -5.025 -2.937 -2.693 0.099
H -0.039 -0.939 -4.335 0.103
H 0.814 -2.499 -4.515 0.106
H 0.618 -1.940 -2.925 0.071
C -6.644 -0.568 -0.972 -0.009
O -6.005 -1.784 -0.590 0.017
C -4.790 -1.696 -0.094 -0.627
O -4.175 -0.695 0.194 0.038
O -4.323 -2.927 0.056 0.028
C -2.978 -3.084 0.484 -0.029
H -7.695 -0.640 -0.728 0.106
H -6.546 -0.450 -2.054 0.092
H -6.120 0.276 -0.532 0.089
H -2.897 -2.878 1.556 0.091
H -2.332 -2.373 -0.041 0.075
H -2.653 -4.112 0.368 0.108
C -0.160 3.361 3.227 -0.039
O 0.125 1.997 3.417 0.015
C -0.654 1.112 2.799 -0.658
O -1.483 1.388 1.985 0.064
O -0.363 -0.088 3.214 0.013
C -1.305 -1.137 2.914 0.003
H -0.839 3.759 3.973 0.113
H -0.505 3.520 2.200 0.088
H 0.761 3.952 3.221 0.083
H -2.339 -0.809 2.989 0.112
H -1.052 -2.001 3.518 0.113
H -1.165 -1.417 1.868 0.049
C 0.873 -2.695 0.898 -0.063
O 1.620 -2.646 2.106 -0.044
C 1.534 -3.745 2.889 -0.604
O 1.119 -4.800 2.540 0.180
O 1.826 -3.488 4.154 0.039
C 2.368 -2.267 4.588 -0.054
H 0.686 -1.667 0.635 0.020
H -0.082 -3.182 1.087 0.094
H 1.304 -3.246 0.059 0.113
H 2.505 -2.306 5.664 0.104
H 1.791 -1.374 4.329 0.080
H 3.368 -2.030 4.196 0.098
```


# C18H42B2O9

A 3-piece molecular cluster, C18H42B2O9 overall (ωB97M-V with the def2-TZVPD basis set, OMol25).

Summary:
SMILES string: CCB(O)BCCCC(=O)O.COCCOCCOC.COCCOCCOC
spin multiplicity: 1
E_tot: -39122.0222 eV

The geometry in XYZ format:
```
71
Properties=species:S:1:pos:R:3:lowdin_charge:R:1
C 0.258 -3.645 6.162 -0.127
C 1.222 -3.342 4.904 -0.174
B 0.937 -1.921 4.161 -0.325
O 2.132 -1.161 3.766 0.012
B -0.563 -1.298 3.783 -0.010
C -1.803 -1.095 4.806 -0.168
C -3.262 -1.252 4.105 -0.206
C -3.970 -2.616 4.548 -0.103
C -3.242 -3.940 4.050 -0.395
O -3.570 -5.016 4.622 0.036
O -2.295 -4.023 2.997 0.040
H 0.050 -2.645 6.698 0.080
H 0.677 -4.413 6.891 0.081
H -0.762 -3.955 5.724 0.064
H 1.033 -4.183 4.135 0.108
H 2.302 -3.408 5.305 0.109
H 2.342 -1.327 2.825 0.098
H -0.710 -0.940 2.649 0.069
H -1.810 -1.807 5.699 0.083
H -1.764 -0.031 5.255 0.123
H -3.239 -1.079 2.979 0.108
H -3.904 -0.403 4.552 0.112
H -5.054 -2.660 4.160 0.134
H -3.995 -2.673 5.697 0.136
H -1.512 -4.488 3.383 0.117
C -0.260 3.418 0.126 -0.103
O -1.539 2.922 -0.224 -0.205
C -2.209 3.752 -1.167 -0.192
C -3.118 2.920 -2.064 -0.171
O -2.417 2.179 -3.064 -0.127
C -1.653 1.061 -2.609 -0.185
C -2.505 -0.118 -2.148 -0.184
O -3.054 0.138 -0.860 -0.208
C -4.303 -0.499 -0.665 -0.110
H -0.353 4.354 0.684 0.088
H 0.232 2.673 0.754 0.089
H 0.355 3.568 -0.769 0.081
H -1.489 4.297 -1.789 0.122
H -2.811 4.472 -0.601 0.126
H -3.764 3.609 -2.615 0.127
H -3.778 2.271 -1.486 0.117
H -0.930 1.363 -1.851 0.104
H -1.075 0.735 -3.477 0.109
H -1.875 -1.011 -2.065 0.127
H -3.296 -0.300 -2.882 0.127
H -5.012 -0.201 -1.445 0.087
H -4.703 -0.173 0.297 0.086
H -4.182 -1.585 -0.654 0.088
C 1.302 2.872 -4.154 -0.097
O 2.242 2.124 -3.405 -0.198
C 1.736 0.857 -3.001 -0.199
C 2.860 -0.169 -2.915 -0.169
O 3.307 -0.643 -4.186 -0.128
C 4.057 0.276 -4.982 -0.172
C 5.460 0.551 -4.445 -0.194
O 5.404 1.433 -3.330 -0.207
C 6.453 1.208 -2.407 -0.112
H 0.456 3.164 -3.525 0.074
H 1.800 3.770 -4.524 0.091
H 0.951 2.297 -5.019 0.094
H 0.974 0.499 -3.704 0.110
H 1.279 0.987 -2.014 0.117
H 2.467 -1.051 -2.400 0.127
H 3.696 0.193 -2.315 0.117
H 3.498 1.197 -5.149 0.116
H 4.162 -0.207 -5.957 0.126
H 6.056 1.041 -5.223 0.126
H 5.932 -0.398 -4.171 0.124
H 6.450 0.167 -2.067 0.086
H 6.282 1.848 -1.538 0.089
H 7.418 1.460 -2.853 0.087
```


# C18H42BeCl5N3O22

C18H42BeCl5N3O22 as an isolated structure (ωB97M-V with the def2-TZVPD basis set, OMol25).

Summary:
spin multiplicity: 1
relative energy (zero: lowest compared OMol25 entry of this formula, charge and spin): 0.00 kJ/mol
total charge: -2

The geometry in XYZ format:
```
91
Properties=species:S:1:pos:R:3:lowdin_charge:R:1
Be 0.297 -1.331 -1.489 1.218
N -3.892 -4.410 0.084 0.354
H -4.635 -3.779 -0.178 0.159
H -4.301 -5.256 0.454 0.146
H -3.131 -4.042 0.638 0.086
H -3.565 -4.730 -0.817 0.109
Cl 1.042 -0.009 -5.446 0.607
O 2.448 0.375 -5.403 -0.390
O 0.219 1.147 -5.602 -0.332
O 0.689 -0.832 -6.548 -0.354
O 0.730 -0.757 -4.270 -0.398
Cl -1.740 -4.429 -3.455 0.557
O -0.996 -4.986 -4.530 -0.320
O -1.065 -3.306 -2.839 -0.402
O -2.814 -3.841 -4.045 -0.298
O -2.074 -5.307 -2.417 -0.370
Cl -3.297 0.338 -3.327 0.639
O -2.143 -0.350 -2.706 -0.421
O -4.072 -0.551 -4.160 -0.366
O -4.084 0.989 -2.351 -0.384
O -2.848 1.452 -4.172 -0.373
Cl 0.481 2.405 -1.551 0.620
O -0.686 2.765 -2.332 -0.313
O 0.176 1.281 -0.692 -0.396
O 1.500 1.969 -2.413 -0.339
O 0.943 3.570 -0.818 -0.358
Cl -0.735 -2.913 1.331 0.638
O -0.117 -1.980 2.195 -0.314
O 0.124 -3.438 0.309 -0.370
O -1.433 -3.963 2.066 -0.352
O -1.628 -2.102 0.510 -0.385
C -3.900 1.465 2.275 -0.038
C -2.863 2.648 2.377 -0.467
C -2.840 3.327 0.954 -0.109
C -2.113 4.671 0.897 -0.153
C -2.538 5.560 2.120 -0.136
C -2.390 4.852 3.512 -0.454
N -3.108 3.547 3.422 -0.132
O -3.689 3.081 4.633 -0.007
C -0.918 4.843 3.951 -0.035
C -3.272 5.792 4.487 -0.044
C -1.463 1.925 2.584 -0.020
H -3.902 0.809 3.145 0.063
H -3.696 0.749 1.479 0.080
H -4.953 1.720 2.154 0.072
H -2.443 2.716 0.143 0.118
H -3.851 3.474 0.574 0.118
H -2.484 5.297 0.086 0.109
H -1.048 4.553 0.702 0.092
H -3.558 5.944 2.128 0.102
H -1.971 6.490 2.092 0.107
H -0.258 4.763 3.088 0.076
H -0.676 5.824 4.359 0.072
H -0.757 4.020 4.648 0.074
H -4.309 5.649 4.182 0.076
H -3.284 5.406 5.507 0.057
H -2.883 6.810 4.498 0.072
H -1.130 1.573 3.560 0.075
H -0.730 2.602 2.147 0.063
H -1.405 1.164 1.806 0.068
H -2.918 2.995 5.197 0.082
C 2.812 -0.196 0.848 -0.021
C 3.735 -1.183 0.122 -0.496
C 3.970 -2.270 1.199 -0.141
C 4.585 -3.577 0.686 -0.182
C 3.708 -4.121 -0.460 -0.125
C 3.676 -3.113 -1.655 -0.502
N 3.126 -1.877 -1.064 -0.072
O 2.786 -0.976 -2.090 -0.032
C 5.019 -2.895 -2.357 0.012
C 2.628 -3.744 -2.554 -0.027
C 5.051 -0.536 -0.091 -0.038
H 2.660 0.592 0.111 0.078
H 3.033 0.199 1.840 0.103
H 1.825 -0.652 0.935 0.058
H 4.506 -1.758 1.999 0.117
H 3.081 -2.588 1.744 0.115
H 4.584 -4.355 1.449 0.103
H 5.623 -3.546 0.355 0.089
H 2.747 -4.261 0.035 0.110
H 4.091 -5.078 -0.815 0.120
H 5.837 -2.866 -1.636 0.066
H 5.174 -3.704 -3.070 0.096
H 4.895 -1.901 -2.787 0.081
H 2.392 -3.234 -3.488 0.099
H 2.886 -4.751 -2.882 0.095
H 1.745 -3.810 -1.918 0.066
H 5.901 -1.216 -0.152 0.075
H 5.331 0.200 0.662 0.097
H 4.967 -0.075 -1.075 0.093
H 3.582 -0.954 -2.626 0.080
```


# C18H42BrNO2P2

The molecule C18H42BrNO2P2 (ωB97M-V with the def2-TZVPD basis set, OMol25).

Summary:
SMILES string: COCCCCCCCCCCCCP(C)(Br)(CCCN)P(C)O
spin multiplicity: 1
E_tot: -113552.1750 eV

The geometry in XYZ format:
```
66
Properties=species:S:1:pos:R:3:lowdin_charge:R:1
C -2.813 -2.177 -5.822 -0.125
O -1.621 -2.203 -5.081 -0.184
C -1.307 -0.915 -4.572 -0.238
C -0.212 -1.038 -3.529 -0.167
C 0.951 -0.074 -3.758 -0.214
C 0.538 1.384 -3.777 -0.204
C 0.243 1.973 -2.386 -0.182
C -1.206 2.479 -2.204 -0.196
C -1.952 1.793 -1.074 -0.218
C -1.544 2.323 0.304 -0.207
C -2.188 1.511 1.414 -0.221
C -1.682 1.854 2.811 -0.246
C -0.160 1.820 2.950 -0.254
C 0.557 0.635 2.286 -0.360
P 1.136 -0.721 3.424 0.503
C 1.504 -0.285 5.188 -0.288
Br -1.129 -1.216 4.041 0.357
C 1.364 -2.504 2.943 -0.389
C 1.286 -2.811 1.447 -0.226
C -0.047 -2.466 0.752 -0.306
N -0.523 -3.470 -0.190 -0.002
P 3.350 -0.346 3.040 0.750
C 3.603 1.414 3.570 -0.311
O 3.610 -0.295 1.382 -0.388
H -3.033 -3.169 -6.195 0.084
H -3.661 -1.861 -5.213 0.085
H -2.733 -1.501 -6.677 0.087
H -2.207 -0.502 -4.111 0.119
H -1.012 -0.270 -5.404 0.120
H -0.630 -0.831 -2.548 0.092
H 0.133 -2.065 -3.565 0.112
H 1.687 -0.267 -2.979 0.106
H 1.433 -0.365 -4.688 0.113
H -0.301 1.495 -4.454 0.091
H 1.359 1.942 -4.215 0.105
H 0.910 2.813 -2.222 0.103
H 0.465 1.209 -1.644 0.093
H -1.232 3.559 -2.105 0.108
H -1.727 2.242 -3.127 0.095
H -3.024 1.910 -1.204 0.114
H -1.771 0.720 -1.088 0.100
H -0.458 2.315 0.355 0.100
H -1.923 3.339 0.346 0.121
H -2.085 0.441 1.246 0.095
H -3.258 1.698 1.397 0.117
H -1.996 2.875 3.026 0.111
H -2.189 1.235 3.536 0.042
H 0.088 1.842 4.006 0.088
H 0.228 2.749 2.550 0.107
H 1.457 1.025 1.825 0.049
H -0.020 0.178 1.491 0.049
H 1.589 0.790 5.302 0.037
H 0.684 -0.610 5.802 -0.009
H 2.438 -0.741 5.496 0.036
H 2.362 -2.763 3.274 0.053
H 0.622 -3.092 3.461 0.039
H 2.107 -2.380 0.882 0.089
H 1.405 -3.887 1.363 0.105
H -0.850 -2.282 1.458 0.058
H 0.097 -1.555 0.173 0.089
H 0.067 -3.531 -1.007 0.060
H -0.620 -4.372 0.257 0.066
H 2.696 2.015 3.591 0.017
H 3.962 1.342 4.590 0.020
H 4.392 1.875 2.992 0.033
H 2.790 -0.228 0.869 0.017
```


Max |F|, record by record: 1.06 0.61 2.82 4.53 6.14 1.64 eV/A